# C38H44F40NO10

6 unconnected molecules or ions with the total composition C38H44F40NO10 in a non-equilibrium geometry (ωB97M-V with the def2-TZVPD basis set, the Open Molecules 2025 dataset).

Summary:
LUMO energy ... 1.6 eV
2S+1 ... 1
Net charge ... -1
Gap between HOMO and LUMO ... 7.44 eV

Atoms and positions in Å:
F1 10.336 -4.830 -0.608
F2 3.867 0.871 4.918
F3 1.908 0.667 4.017
F4 -8.704 -0.698 -2.826
F5 -0.762 6.587 -2.117
F6 13.196 -2.858 -0.163
F7 -6.252 -3.249 2.817
F8 -8.772 0.346 -0.310
F9 -9.105 -0.225 -4.908
F10 -1.740 8.420 -1.450
F11 7.946 -0.822 -0.265
F12 -6.086 -1.949 5.161
F13 -7.945 1.908 0.969
F14 3.635 2.198 2.560
F15 5.810 -3.292 4.914
F16 -8.310 -1.426 3.604
F17 5.596 -2.082 3.103
F18 -0.396 7.285 0.587
F19 -8.965 -3.291 2.667
F20 6.961 -2.961 0.982
F21 -5.279 -0.191 6.169
F22 8.577 -2.714 -1.155
F23 -8.600 2.980 -1.475
F24 -6.997 -3.056 0.791
F25 -6.368 0.514 3.801
F26 -10.686 1.238 -2.142
F27 11.606 -3.117 1.288
F28 -11.348 -0.441 -3.376
F29 6.447 0.142 4.600
F30 8.958 -3.701 1.466
F31 12.327 -5.430 0.069
F32 -6.455 2.850 -1.003
F33 2.332 4.040 -1.695
F34 -4.197 0.719 3.907
F35 7.810 -1.560 4.539
F36 -2.570 7.261 0.810
F37 -0.357 4.020 -1.511
F38 4.961 0.476 2.314
F39 0.623 2.718 -0.074
F40 1.671 5.959 -0.878
O1 11.194 -2.154 -0.704
O2 -0.273 4.572 0.664
O3 3.252 -1.058 3.931
O4 -2.979 -1.497 -2.186
O5 -6.198 -1.261 1.757
O6 -8.301 1.365 -3.630
O7 -4.497 0.149 -0.270
O8 -3.867 1.517 -1.939
O9 -2.104 0.278 2.005
O10 3.363 -0.360 -1.653
N1 -1.378 -3.566 -4.755
C1 10.193 -1.365 -0.084
C2 -1.679 0.268 0.884
C3 0.384 4.013 -0.394
C4 8.246 -2.592 1.180
C5 -1.966 -0.847 -0.063
C6 3.201 0.310 3.890
C7 0.850 0.657 -3.240
C8 6.606 -1.130 5.004
C9 -1.748 7.069 -1.336
C10 -3.726 0.531 -1.192
C11 2.190 1.320 -2.896
C12 11.641 -4.508 -0.645
C13 -1.530 5.209 0.504
C14 8.755 -1.905 -0.088
C15 1.762 4.638 -0.622
C16 0.066 0.142 -2.015
C17 5.514 -2.044 4.446
C18 -5.021 -0.918 2.476
C19 3.337 0.319 -2.891
C20 -2.056 -2.471 -2.601
C21 -1.528 6.699 0.133
C22 -7.539 2.133 -1.341
C23 -10.572 0.672 -3.356
C24 -6.892 -2.408 1.977
C25 -7.225 1.495 -2.701
C26 3.684 0.847 2.537
C27 -7.716 1.192 -0.159
C28 -9.120 0.281 -3.645
C29 11.876 -3.126 -0.028
C30 -2.467 -0.401 -1.442
C31 -5.118 -1.009 5.097
C32 4.125 -1.556 -1.725
C33 4.294 -2.133 -0.326
C34 -8.319 -2.116 2.448
C35 -5.207 -0.182 3.813
C36 4.059 -1.762 4.854
C37 -1.439 0.447 -2.206
C38 -1.514 -2.284 -4.034
H1 2.389 4.492 0.260
H2 -1.968 5.172 1.499
H3 -2.719 -1.482 0.395
H4 -4.519 -0.203 1.817
H5 11.984 -4.521 -1.681
H6 -2.164 -1.611 -4.583
H7 -10.930 1.373 -4.113
H8 8.282 -1.915 2.037
H9 5.331 -2.076 -0.010
H10 0.251 1.399 -3.767
H11 4.293 0.819 -3.092
H12 -1.687 0.340 -3.261
H13 -6.795 0.613 -0.029
H14 -1.027 1.096 0.567
H15 -2.198 4.631 -0.136
H16 -1.577 1.498 -1.977
H17 2.134 1.743 -1.898
H18 -4.141 -1.492 5.176
H19 -2.599 -3.421 -2.605
H20 10.495 -1.032 0.909
H21 -0.509 -1.872 -3.973
H22 -2.318 -3.926 -4.898
H23 -1.221 -2.602 -1.908
H24 3.583 -2.267 -2.355
H25 2.422 2.127 -3.588
H26 1.003 -0.188 -3.912
H27 -6.544 2.196 -3.181
H28 -1.058 -1.452 -0.160
H29 5.096 -1.332 -2.174
H30 -4.340 -1.764 2.569
H31 3.593 -2.744 4.907
H32 0.275 -0.908 -1.830
H33 -6.663 0.569 -2.591
H34 -0.965 -4.231 -4.107
H35 0.391 0.763 -1.184
H36 4.029 -3.188 -0.346
H37 3.675 -1.615 0.401
H38 10.151 -0.469 -0.701
H39 3.052 0.470 1.730
H40 -8.853 -1.541 1.690
H41 -2.711 6.694 -1.690
H42 3.994 -1.345 5.860
H43 6.624 -1.166 6.096
H44 3.174 -0.404 -3.699

=====

# C38H45BrIN5O3W

A molecular structure, C38H45BrIN5O3W in a non-equilibrium geometry (ωB97M-V with the def2-TZVPD basis set, the Open Molecules 2025 dataset).

Summary:
LUMO energy (spin up / spin down) ... -7.4 / -7.2 eV
2S+1 ... 3
Net charge ... +2
Gap between HOMO and LUMO (spin up / spin down) ... 6.11 / 6.30 eV

Atoms and positions in Å:
W1 10.303 11.889 9.994
I1 15.425 9.792 9.516
Br1 7.796 8.399 12.404
O1 6.369 11.368 11.171
O2 10.534 15.303 7.611
O3 12.169 11.841 10.798
N1 10.801 9.776 9.916
N2 8.770 13.470 9.898
N3 10.938 13.324 8.770
N4 13.967 11.467 11.994
N5 8.519 10.973 10.309
C1 7.621 13.224 10.450
C2 10.359 8.710 10.792
C3 7.673 10.457 6.446
C4 8.201 6.928 8.695
C5 11.177 13.379 5.113
C6 7.414 11.766 10.769
C7 12.606 15.202 10.337
C8 14.216 11.506 9.549
C9 14.401 14.824 8.602
C10 12.732 13.179 6.957
C11 12.491 8.525 11.966
C12 13.131 14.492 9.055
C13 8.195 9.608 9.889
C14 6.682 14.239 10.660
C15 11.546 9.533 8.884
C16 10.497 7.289 10.210
C17 10.993 8.873 12.132
C18 11.785 12.355 6.078
C19 5.504 10.258 7.727
C20 8.906 7.124 9.998
C21 8.938 14.594 9.202
C22 6.887 15.444 9.992
C23 10.193 14.525 8.455
C24 13.385 11.587 10.811
C25 12.468 11.205 5.303
C26 11.902 8.230 8.431
C27 14.858 14.376 7.360
C28 8.804 8.542 10.695
C29 14.059 13.568 6.551
C30 11.287 7.131 8.957
C31 7.528 7.920 8.140
C32 10.778 10.169 12.927
C33 7.039 10.370 7.821
C34 8.034 15.621 9.254
C35 13.525 15.130 11.507
C36 7.606 9.303 8.714
C37 12.385 13.604 8.258
C38 12.354 16.655 9.932
H1 10.593 8.093 12.816
H2 12.936 9.248 11.388
H3 5.084 10.467 8.715
H4 8.452 6.363 10.664
H5 12.686 10.387 6.001
H6 10.803 6.598 10.971
H7 11.801 16.736 9.003
H8 15.848 14.603 7.017
H9 11.616 14.766 10.663
H10 8.719 10.497 6.516
H11 13.487 14.108 11.859
H12 7.134 11.320 8.289
H13 8.266 16.580 8.699
H14 13.360 11.548 4.878
H15 6.983 7.757 7.231
H16 7.382 9.575 5.820
H17 13.045 8.476 12.890
H18 14.977 15.470 9.116
H19 11.525 10.167 13.730
H20 11.776 10.346 8.241
H21 12.459 8.155 7.483
H22 5.110 10.955 6.943
H23 9.758 10.271 13.274
H24 11.755 17.280 10.710
H25 10.510 12.861 4.369
H26 8.397 5.967 8.202
H27 13.466 11.348 8.668
H28 6.174 16.258 10.109
H29 12.731 7.629 11.332
H30 11.342 6.131 8.569
H31 11.784 10.861 4.533
H32 5.700 14.136 11.009
H33 7.219 11.305 5.938
H34 11.007 11.870 6.720
H35 14.870 11.047 12.119
H36 13.183 15.823 12.307
H37 14.855 12.362 9.439
H38 14.567 15.254 11.392
H39 5.103 9.313 7.354
H40 12.021 13.827 4.600
H41 13.403 11.480 12.828
H42 10.653 14.178 5.643
H43 14.443 13.407 5.508
H44 13.247 17.211 9.833
H45 11.077 11.096 12.458

=====

# C38H45CdFIN2

A molecular structure, C38H45CdFIN2 (ωB97M-V with the def2-TZVPD basis set, the Open Molecules 2025 dataset).

Summary:
LUMO energy ... 2.4 eV
2S+1 ... 1
Net charge ... -1
Gap between HOMO and LUMO ... 5.59 eV

Atoms and positions in Å:
I1 3.840 2.525 -1.851
Cd1 -0.819 0.982 -1.013
F1 -7.040 0.169 -0.346
N1 -0.143 0.870 1.153
N2 0.185 -0.951 -1.326
C1 -5.060 -0.261 -1.551
C2 -2.408 4.254 1.884
C3 0.820 1.231 -3.815
C4 -1.129 -1.366 0.703
C5 -3.708 0.007 -1.753
C6 1.907 -0.067 3.024
C7 0.249 1.739 2.213
C8 -3.002 0.936 -0.984
C9 -0.677 -1.726 -0.611
C10 -0.428 4.755 0.418
C11 3.519 -2.258 0.135
C12 2.122 -2.770 -0.235
C13 2.689 -3.342 -2.595
C14 1.915 -2.070 -4.444
C15 -0.730 -0.216 1.506
C16 -5.721 0.421 -0.555
C17 1.922 -4.211 0.239
C18 0.380 -0.142 -4.319
C19 1.584 -1.040 4.160
C20 -3.729 1.584 0.018
C21 1.018 -1.612 -2.251
C22 -5.082 1.344 0.242
C23 0.180 3.853 3.347
C24 2.390 1.710 -0.430
C25 -1.217 -2.931 -1.146
C26 1.896 -2.597 -1.734
C27 -2.036 -2.215 1.375
C28 3.411 0.193 2.915
C29 1.099 -1.291 -3.624
C30 -0.210 3.062 2.274
C31 1.508 2.081 4.232
C32 -1.139 -0.294 -4.357
C33 -1.139 3.681 1.245
C34 2.683 -3.113 -3.958
C35 -2.126 -3.702 -0.473
C36 -2.550 -3.357 0.820
C37 1.160 1.255 3.168
C38 1.018 3.368 4.337
H1 1.621 -0.538 2.086
H2 -3.208 -0.564 -2.524
H3 -5.631 1.853 1.025
H4 3.681 -2.344 1.213
H5 -1.425 -1.326 -4.574
H6 -1.094 5.146 -0.356
H7 -5.587 -0.997 -2.145
H8 3.633 -1.207 -0.142
H9 1.869 -0.619 5.128
H10 -1.472 2.896 0.566
H11 -0.176 4.874 3.403
H12 -1.601 -0.015 -3.412
H13 1.308 3.999 5.168
H14 3.605 0.889 2.096
H15 -1.569 0.351 -5.128
H16 2.096 -4.280 1.316
H17 -3.242 2.297 0.669
H18 -2.851 3.550 2.591
H19 3.356 -4.092 -2.182
H20 2.210 1.714 4.972
H21 -2.523 -4.590 -0.952
H22 0.518 -1.274 4.203
H23 -2.194 5.182 2.419
H24 -0.901 -3.218 -2.141
H25 -3.257 -3.969 1.363
H26 0.713 -0.191 -5.359
H27 -1.040 -0.308 2.552
H28 -0.128 5.588 1.059
H29 0.471 4.370 -0.060
H30 0.663 1.361 -2.745
H31 1.417 -2.145 0.303
H32 -3.149 4.481 1.113
H33 -2.335 -1.935 2.379
H34 0.297 2.033 -4.344
H35 1.511 2.355 -0.618
H36 3.938 -0.742 2.710
H37 2.618 -4.894 -0.255
H38 2.162 0.741 -0.892
H39 1.891 1.376 -3.944
H40 3.301 -3.700 -4.625
H41 3.813 0.609 3.844
H42 0.906 -4.556 0.036
H43 1.950 -1.836 -5.503
H44 4.298 -2.833 -0.374
H45 2.133 -1.976 4.026

=====

# C38H45ClN8O4PdSi

A molecular structure, C38H45ClN8O4PdSi in a non-equilibrium geometry (ωB97M-V with the def2-TZVPD basis set, the Open Molecules 2025 dataset).

Summary:
LUMO energy ... -0.8 eV
2S+1 ... 1
Net charge ... 0
Gap between HOMO and LUMO ... 6.49 eV

Atoms and positions in Å:
Pd1 0.034 1.066 0.199
Cl1 -2.491 2.838 0.072
Si1 0.976 3.081 0.915
O1 -2.613 4.263 0.034
O2 -3.779 2.204 0.157
O3 -1.753 2.338 -1.091
O4 -1.649 2.433 1.241
N1 7.245 -0.451 -0.875
N2 -0.025 -1.507 -0.159
N3 2.046 0.485 -0.012
N4 0.487 -3.852 0.059
N5 -3.985 -2.706 0.310
N6 -2.406 -0.913 0.116
N7 -3.095 -1.596 2.181
N8 0.444 -2.415 1.894
C1 4.753 2.938 2.645
C2 -1.373 -0.958 -2.077
C3 -0.452 -4.400 -0.900
C4 -3.265 -2.777 3.000
C5 0.610 4.491 -0.231
C6 -3.795 -3.348 -0.974
C7 -3.602 -0.050 -1.810
C8 0.197 6.720 -1.871
C9 -0.360 -1.060 -4.314
C10 -3.367 -0.332 2.838
C11 -1.454 -0.714 -3.469
C12 3.887 0.326 -1.518
C13 0.109 -1.201 2.611
C14 2.843 3.092 1.146
C15 2.853 0.172 0.998
C16 -0.153 -1.494 -1.551
C17 0.517 5.774 0.315
C18 4.715 -0.005 -0.463
C19 5.617 3.147 1.579
C20 4.201 -0.094 0.816
C21 1.839 -4.369 -0.027
C22 0.293 5.453 -2.430
C23 3.732 3.327 0.092
C24 -2.619 -0.116 -4.009
C25 0.880 -1.806 -2.392
C26 6.129 -0.252 -0.694
C27 -3.170 -1.681 0.781
C28 3.380 2.911 2.426
C29 0.760 -3.539 2.759
C30 0.492 4.349 -1.613
C31 2.550 0.569 -1.247
C32 5.105 3.349 0.303
C33 0.311 6.881 -0.497
C34 -3.657 0.228 -3.190
C35 -5.359 -2.771 0.784
C36 -2.510 -0.663 -1.252
C37 0.773 -1.604 -3.788
C38 0.311 -2.528 0.529
H1 2.503 -3.806 0.630
H2 -5.636 -3.796 1.046
H3 -0.791 -1.360 3.214
H4 -2.566 -0.059 3.531
H5 -3.451 0.462 2.100
H6 2.407 0.133 1.982
H7 3.345 3.519 -0.905
H8 0.181 -3.442 3.679
H9 -5.494 -2.137 1.655
H10 1.606 -1.866 -4.432
H11 0.228 7.867 -0.057
H12 -2.931 -3.666 2.468
H13 -2.658 0.083 -5.074
H14 -4.302 -0.395 3.411
H15 -4.532 0.719 -3.598
H16 4.832 -0.330 1.661
H17 1.875 -5.419 0.281
H18 0.490 3.308 2.284
H19 1.864 0.834 -2.038
H20 -4.414 0.250 -1.154
H21 -4.150 -4.378 -0.889
H22 0.523 3.362 -2.060
H23 5.777 3.534 -0.527
H24 0.595 5.913 1.389
H25 -1.420 -3.923 -0.767
H26 0.191 5.323 -3.500
H27 -4.337 -2.859 -1.788
H28 5.146 2.805 3.646
H29 0.920 -0.907 3.285
H30 -0.101 -0.390 1.923
H31 4.265 0.418 -2.527
H32 2.712 2.753 3.268
H33 -0.447 -0.876 -5.378
H34 2.234 -4.305 -1.047
H35 -6.047 -2.420 0.006
H36 -0.138 -4.272 -1.940
H37 6.687 3.169 1.743
H38 1.806 -2.171 -1.965
H39 1.821 -3.562 3.035
H40 -2.654 -2.668 3.900
H41 -2.743 -3.367 -1.243
H42 -4.299 -2.940 3.331
H43 0.498 -4.478 2.285
H44 0.023 7.580 -2.505
H45 -0.573 -5.469 -0.703